(1)
Computed, not measured: a structure of composition C18H27Cl2N2O4Sn at a distorted geometry, with ωB97M-V with the def2-TZVPD basis set.

Computed properties:
Spin multiplicity: 1
Net charge: -1
HOMO (spin up / spin down), Eh: -0.0853 / -0.0720
HOMO-LUMO gap (spin up / spin down), Ha: 0.18463 / 0.17215
E_LUMO (spin up / spin down), eV: 2.70 / 2.73

Cartesian coordinates (Å):
O  0.1477  1.5330  -1.0375
C  -0.7541  1.5409  -1.9590
C  -0.3843  2.0394  -3.2391
C  0.8379  2.7385  -3.4012
H  1.4866  2.8875  -2.5384
C  1.1880  3.1898  -4.6651
H  2.1294  3.7156  -4.7950
C  0.3625  2.9713  -5.7763
H  0.6448  3.3491  -6.7650
C  -0.8470  2.2735  -5.6098
H  -1.4882  2.0947  -6.4732
C  -1.2121  1.7892  -4.3574
H  -2.1079  1.1778  -4.2071
H  -1.7181  1.0637  -1.7812
C  -2.6871  2.3466  0.5016
C  -2.0914  1.1567  1.1458
H  -3.3883  2.8490  1.1776
H  -3.2394  2.0742  -0.4057
H  -1.9346  3.0882  0.2083
C  -2.5431  0.4800  2.2049
C  -3.6084  0.9398  3.1688
H  -2.1165  -0.4959  2.4711
H  -4.2533  1.7062  2.7186
H  -3.1859  1.3682  4.0903
H  -4.2405  0.0960  3.4792
Sn  -0.0055  0.4401  0.6870
Cl  1.2553  2.3383  1.5491
Cl  -0.3742  -1.3789  -0.8848
H  4.2990  0.3403  -1.4522
H  5.6458  0.9294  0.1651
C  3.3813  0.1540  -0.8871
C  4.8982  0.9500  0.9632
N  3.7483  0.1593  0.5314
H  2.9540  -0.8233  -1.1486
C  2.9130  -0.3579  1.4289
O  1.8010  -0.8747  1.1030
H  5.3136  0.4947  1.8711
H  3.2196  -0.2711  2.4850
H  2.6429  0.9417  -1.1174
H  4.6215  1.9951  1.1823
H  -1.4800  -5.3160  3.5781
H  -0.3465  -6.2541  1.2700
C  -1.8776  -4.5224  2.9281
C  -0.8460  -5.3795  0.8286
N  -0.9980  -4.2993  1.7950
H  -1.9692  -3.5860  3.4868
C  -0.2936  -3.1536  1.7074
O  -0.4779  -2.1623  2.4354
H  -0.2559  -5.0168  -0.0208
H  0.4566  -3.1436  0.9003
H  -2.8584  -4.8523  2.5656
H  -1.8294  -5.7146  0.4753
O  1.0944  0.1404  4.1493
C  0.3711  0.2504  3.2699

(2)
Computed, not measured: a structure of composition C18H27ClIrN2S at a distorted geometry, with ωB97M-V with the def2-TZVPD basis set.

Computed properties:
Spin multiplicity: 6
Net charge: +2
HOMO (spin up / spin down), Eh: -0.4455 / -0.5342
HOMO-LUMO gap (spin up / spin down), Ha: 0.22217 / 0.15919
E_LUMO (spin up / spin down), eV: -6.08 / -10.21

Cartesian coordinates (Å):
C  0.2428  0.8714  -5.3383
C  1.6509  1.3967  -5.4189
C  0.0035  -0.5238  -5.7470
C  -0.8977  1.8405  -5.4284
Cl  0.4125  1.4753  -3.2014
H  0.0073  -0.6316  -6.8487
H  -0.9731  -0.8781  -5.3845
H  0.7821  -1.1908  -5.3463
H  1.9202  1.6762  -6.4379
H  2.3405  0.6275  -5.0517
H  1.7490  2.2608  -4.7452
H  -1.0419  2.2045  -6.4493
H  -0.7069  2.6859  -4.7524
H  -1.8142  1.3487  -5.0836
C  1.4721  -0.6199  1.8975
C  0.7938  -1.7396  1.3255
C  0.9769  -1.6650  -0.1151
H  0.2409  -2.5217  1.8551
C  1.8888  -0.6043  -0.3725
C  2.1858  0.0525  0.8372
H  2.8349  0.9128  0.9717
H  1.5014  -0.3497  2.9597
H  0.5686  -2.3382  -0.8645
H  2.2431  -0.3468  -1.3852
C  -2.3688  0.7514  1.0217
C  -2.0916  -0.5790  1.4986
C  -1.8357  -1.3890  0.3340
H  -2.0709  -0.9117  2.5401
C  -1.8763  -0.5434  -0.8224
C  -2.2168  0.7560  -0.3910
H  -2.2979  1.6044  -1.0824
H  -2.6667  1.5963  1.6492
H  -1.6615  -2.4708  0.2995
H  -1.6430  -0.8193  -1.8548
Ir  -0.2368  -0.0826  0.6419
S  0.2360  2.1794  0.6740
C  -0.0422  2.6749  2.3450
N  -0.0241  3.9942  2.5503
C  -0.4988  4.6287  3.7775
C  -0.3974  3.6761  4.9469
C  -0.8670  2.2680  4.6197
N  -0.2466  1.8430  3.3647
H  0.0807  4.5549  1.7127
H  -1.5259  4.9668  3.6116
H  0.1274  5.5042  3.9378
H  -0.9802  4.0591  5.7905
H  0.6501  3.6294  5.2686
H  -1.9624  2.2036  4.5429
H  -0.5797  1.5764  5.4147
H  -0.2796  0.8369  3.1665

(3)
Computed, not measured: a structure of composition C18H27ClN3Sc, with ωB97M-V with the def2-TZVPD basis set.

Computed properties:
Spin multiplicity: 1
Net charge: +4
HOMO, Eh: -0.7724
HOMO-LUMO gap, Ha: 0.23040
E_LUMO, eV: -14.75

Cartesian coordinates (Å):
Sc  -0.6289  -0.0972  0.1041
C  -0.3646  -1.3746  3.5010
C  -1.0008  -1.5393  2.1510
C  -0.3994  -2.3290  1.1446
C  -1.0681  -2.6289  -0.0575
C  -0.5589  -3.6790  -0.9961
C  -2.2816  -1.9580  -0.3293
C  -2.9291  -1.1725  0.6537
C  -4.3108  -0.6387  0.4420
C  -2.2287  -0.9182  1.8526
H  0.1955  -0.4367  3.5886
H  0.3236  -2.1916  3.7095
H  -1.1389  -1.3504  4.2683
H  0.5200  -2.8552  1.3788
H  -0.7084  -3.4193  -2.0452
H  -1.1546  -4.5814  -0.8162
H  0.4802  -3.9422  -0.8063
H  -2.8154  -2.1844  -1.2477
H  -4.2924  0.4144  0.1418
H  -4.8710  -0.6916  1.3764
H  -4.8335  -1.1981  -0.3311
H  -2.7207  -0.3366  2.6257
Cl  -1.9746  4.6426  3.0918
C  -1.6071  3.9432  1.5992
C  -1.5878  4.6940  0.4219
C  -1.2877  4.0704  -0.7864
C  -1.0329  2.7189  -0.7915
N  -1.0596  1.9841  0.3485
C  -1.3405  2.5885  1.5282
H  -1.8100  5.7553  0.4582
H  -1.2698  4.6335  -1.7103
H  -0.8313  2.1985  -1.7259
H  -1.3563  1.9843  2.4263
N  4.3448  -0.0044  -1.7341
C  3.4598  -1.1585  -2.1383
C  2.2693  -1.2796  -1.1984
N  1.4485  -0.0208  -1.1240
C  2.3595  1.1030  -0.7019
C  3.5567  1.2788  -1.6254
H  5.0917  0.1130  -2.4288
H  4.8277  -0.2077  -0.8528
H  4.0597  -2.0673  -2.1270
H  3.1568  -0.9624  -3.1675
H  2.5948  -1.5163  -0.1836
H  1.6482  -2.1012  -1.5487
H  1.1512  0.1863  -2.0810
H  2.6842  0.8948  0.3202
H  1.8061  2.0409  -0.6855
H  4.2226  2.0545  -1.2501
H  3.2625  1.5418  -2.6420

(4)
Computed, not measured: a cluster of 9 separate species, C18H27F4N4O22 in total at a distorted geometry, with ωB97M-V with the def2-TZVPD basis set.

Computed properties:
Spin multiplicity: 1
Net charge: -1
ΔE to the lowest compared entry with this formula, charge and spin, eV: 0.0000
HOMO, Eh: -0.1549
HOMO-LUMO gap, Ha: 0.21020
E_LUMO, eV: 1.50

Cartesian coordinates (Å):
C  0.4252  1.3071  -0.7466
C  0.6562  2.8441  -0.6585
O  1.7656  3.3013  -0.1761
O  -0.1523  3.6283  -1.2150
H  -0.6195  1.0494  -0.5724
H  1.0922  0.6965  -0.1381
H  0.7192  1.0837  -1.7721
C  2.5325  -7.0348  1.2606
C  1.9096  -6.0072  0.3767
O  0.5548  -6.2779  0.5910
C  0.4449  -7.5911  0.9608
O  -0.6174  -8.1558  1.0619
O  1.6734  -8.1160  1.1685
F  2.2435  -6.1883  -0.9117
H  2.5747  -6.7931  2.3226
H  3.5576  -7.1595  0.9118
H  2.1942  -4.9906  0.6483
C  -3.6193  -2.3417  3.6963
C  -4.8918  -2.8993  3.0777
O  -5.7194  -3.0254  4.1964
C  -4.9953  -3.1642  5.2708
O  -5.5362  -3.3951  6.3193
O  -3.6760  -2.8290  4.9881
F  -4.7191  -4.1373  2.6122
H  -3.6257  -1.2540  3.7672
H  -2.7080  -2.5994  3.1568
H  -5.2977  -2.2677  2.2875
C  2.0870  3.2163  5.6086
C  2.4173  4.6843  5.4319
O  3.8045  4.7754  5.1639
C  4.3840  3.6311  5.3485
O  5.6373  3.4904  5.4584
O  3.4406  2.7676  5.8017
F  2.1480  5.4767  6.4898
H  1.5961  2.8090  4.7247
H  1.4723  2.9748  6.4757
H  1.7843  5.0934  4.6445
C  7.4861  0.2361  1.0595
C  7.8144  -0.0922  -0.3555
O  7.3684  -1.4529  -0.4243
C  7.5513  -2.0222  0.7728
O  7.5331  -3.2163  1.0761
O  7.6494  -1.0051  1.6917
F  9.0639  0.0463  -0.6215
H  6.4846  0.6407  1.2059
H  8.2250  0.8650  1.5561
H  7.2739  0.4570  -1.1264
C  -5.2799  6.4813  0.4023
N  -4.5271  7.5713  1.0602
O  -5.1576  8.4797  1.5880
O  -3.3494  7.4488  0.9947
H  -5.2024  6.7229  -0.6578
H  -6.3184  6.5310  0.7298
H  -4.9174  5.4822  0.6444
C  -5.6308  2.7254  -3.9064
N  -5.9558  1.4276  -3.1847
O  -7.0852  1.0163  -3.0365
O  -5.0140  0.7920  -2.8879
H  -6.4031  3.4528  -3.6560
H  -5.4900  2.5822  -4.9777
H  -4.6224  3.0456  -3.6444
C  -1.1887  -4.5732  -4.7844
N  -0.9248  -4.6198  -6.2860
O  -0.8183  -3.5769  -6.9258
O  -0.7754  -5.7525  -6.7343
H  -0.4786  -3.8896  -4.3190
H  -1.2030  -5.5622  -4.3264
H  -2.2218  -4.2596  -4.6348
C  -0.5293  2.4883  -6.2888
N  1.0387  2.4414  -6.2872
O  1.6391  3.4839  -5.8947
O  1.5303  1.4381  -6.6585
H  -0.8373  2.3601  -7.3265
H  -0.7945  3.4675  -5.8904
H  -0.8700  1.7365  -5.5768

| no. | M (g/mol) |
| --- | --- |
| 1 | 525.04 |
| 2 | 531.17 |
| 3 | 365.84 |
| 4 | 727.41 |